{"formula": "C29H46InN4O4S2SbTe", "method": "ωB97M-V/def2-TZVPD", "lumo_ev": -5.7201, "gap_ev": 7.153, "e_tot_ha": -3146.9202, "spin_multiplicity": 1, "charge": 2, "homo_energy_ev": -12.9, "largest_force_ev_per_a": 0.7, "mol_weight_g_mol": 943.0, "species": ["In", "O", "C", "O", "C", "C", "C", "C", "C", "N", "C", "O", "O", "H", "H", "H", "H", "H", "C", "S", "C", "S", "N", "N", "C", "C", "C", "C", "C", "C", "N", "H", "H", "H", "H", "H", "H", "H", "H", "C", "Te", "C", "H", "H", "H", "H", "H", "H", "C", "C", "C", "C", "Sb", "C", "C", "C", "C", "C", "C", "C", "C", "H", "H", "H", "H", "H", "H", "H", "H", "H", "H", "H", "H", "H", "H", "H", "H", "H", "H", "H", "H", "H", "H", "H", "H", "H", "H", "H"], "positions_angstrom": [[-0.37751, 0.00960, 1.16086], [1.12428, 2.78543, 4.36272], [0.98128, 1.95536, 3.35822], [-0.07081, 1.79956, 2.75398], [2.20219, 1.19402, 2.99139], [3.42798, 1.33735, 3.60590], [4.47637, 0.53761, 3.14543], [4.23348, -0.37975, 2.14144], [2.94854, -0.46568, 1.60634], [1.97007, 0.33246, 2.00260], [2.54226, -1.43986, 0.52536], [3.60627, -1.73450, -0.28070], [1.38914, -1.35511, 0.04398], [0.28016, 3.21544, 4.56247], [3.56285, 2.05020, 4.40659], [5.46440, 0.63258, 3.57619], [5.01671, -1.01952, 1.75883], [3.26777, -2.13232, -1.09370], [-2.68130, -5.15720, 2.34306], [-1.16614, -4.40671, 2.95966], [-1.33685, -2.77508, 2.41897], [-0.05368, -1.70696, 2.94751], [-2.38352, -2.42504, 1.73500], [-2.41705, -1.06435, 1.47894], [-3.55940, -0.51291, 1.46870], [-3.64508, 0.94623, 1.36034], [-4.87934, 1.57427, 1.28704], [-4.92243, 2.96098, 1.33559], [-3.73345, 3.65186, 1.49001], [-2.54240, 2.93974, 1.54339], [-2.48080, 1.61439, 1.45386], [-2.66637, -6.18223, 2.70878], [-2.70779, -5.15123, 1.25719], [-3.55057, -4.64024, 2.74089], [-4.45640, -1.10753, 1.62057], [-5.78271, 0.98346, 1.21270], [-5.86656, 3.48589, 1.27765], [-3.71568, 4.72975, 1.57629], [-1.60640, 3.46223, 1.68217], [4.41138, -4.37115, 1.26518], [2.53740, -3.63025, 1.93123], [3.24825, -3.17209, 3.87529], [5.14662, -3.57059, 1.27441], [4.29545, -4.75408, 0.25423], [4.71749, -5.18197, 1.92256], [3.34994, -4.10010, 4.43246], [2.52224, -2.52656, 4.36195], [4.21313, -2.67655, 3.79404], [-0.68327, 3.39741, -3.26655], [-0.95437, 2.76480, -1.89847], [-2.46355, 2.85111, -1.64678], [-0.17151, 3.54870, -0.84188], [-0.32299, 0.68159, -1.65213], [1.62272, 0.43694, -2.63219], [2.68313, 0.99298, -1.67922], [1.86767, -1.04265, -2.95233], [1.71299, 1.21544, -3.95126], [-1.73281, -0.66592, -2.63004], [-1.79307, -0.35350, -4.12267], [-3.12555, -0.52692, -2.01145], [-1.25716, -2.10445, -2.40044], [-1.23411, 4.34197, -3.30445], [-1.02647, 2.78830, -4.10373], [0.36650, 3.64176, -3.41523], [-2.73320, 3.90438, -1.52449], [-2.80229, 2.31577, -0.75722], [-3.02221, 2.47532, -2.50638], [-0.52969, 4.58244, -0.81339], [0.89461, 3.58013, -1.07882], [-0.27320, 3.12896, 0.15911], [2.65987, 0.52228, -0.69862], [2.57291, 2.07180, -1.55082], [3.67468, 0.82031, -2.10779], [1.56317, -1.72442, -2.15507], [2.93600, -1.16819, -3.15168], [1.34478, -1.33432, -3.86628], [1.78650, 2.28916, -3.80769], [0.89296, 1.00514, -4.63863], [2.63516, 0.89880, -4.44757], [-2.14417, 0.66230, -4.32248], [-2.49947, -1.04247, -4.59543], [-0.82991, -0.49424, -4.61710], [-3.55602, 0.46848, -2.11234], [-3.12469, -0.81264, -0.95918], [-3.79153, -1.22354, -2.52893], [-0.34696, -2.34343, -2.95086], [-2.03935, -2.78168, -2.75484], [-1.08948, -2.32677, -1.34219]], "atomic_forces_ev_per_a": [[0.2, 0.2, 0.1], [0.2, -0.1, 0.0], [-0.1, 0.0, -0.1], [0.1, 0.1, 0.1], [0.0, 0.0, 0.0], [0.1, 0.0, 0.0], [-0.1, 0.0, 0.0], [0.0, 0.0, 0.0], [-0.1, -0.2, 0.0], [0.1, -0.1, -0.2], [0.1, 0.5, -0.5], [-0.1, -0.1, 0.3], [0.0, -0.3, 0.3], [-0.1, 0.1, 0.0], [0.0, 0.0, 0.0], [0.0, 0.0, 0.0], [0.0, 0.0, 0.0], [0.0, 0.0, -0.1], [-0.1, 0.0, 0.0], [0.0, 0.0, -0.1], [-0.2, 0.1, 0.0], [-0.1, 0.0, 0.1], [0.1, 0.3, 0.0], [0.1, -0.5, -0.1], [0.0, 0.0, 0.0], [0.1, 0.1, 0.0], [0.1, 0.0, 0.0], [0.1, 0.0, 0.0], [0.0, 0.0, 0.1], [-0.1, 0.0, 0.2], [-0.2, -0.1, 0.1], [0.0, 0.0, 0.0], [0.0, 0.0, 0.0], [0.0, 0.0, 0.0], [0.0, 0.0, 0.0], [0.0, 0.0, 0.0], [0.0, 0.0, 0.0], [0.0, 0.0, 0.0], [0.0, 0.0, 0.0], [0.0, 0.0, 0.0], [0.0, -0.3, 0.2], [0.0, 0.0, 0.0], [0.0, 0.0, 0.0], [0.0, 0.0, 0.0], [0.0, 0.0, 0.0], [0.0, 0.0, 0.0], [0.0, 0.0, 0.0], [0.0, 0.0, 0.0], [0.1, -0.1, 0.0], [-0.1, 0.2, 0.0], [-0.1, -0.2, 0.0], [0.1, 0.0, 0.0], [-0.1, 0.1, 0.1], [0.2, 0.1, -0.1], [0.0, 0.1, 0.1], [-0.1, -0.1, 0.0], [0.0, -0.1, 0.0], [-0.1, -0.2, 0.0], [0.1, 0.1, 0.0], [0.0, 0.0, 0.0], [0.1, 0.0, 0.0], [0.0, 0.0, 0.0], [0.0, 0.0, 0.0], [0.0, -0.1, 0.0], [0.0, 0.0, 0.0], [0.1, 0.1, -0.3], [0.0, 0.0, 0.0], [0.0, 0.0, 0.0], [0.0, 0.0, 0.0], [0.0, 0.0, 0.0], [0.0, 0.2, -0.2], [0.0, 0.0, 0.0], [0.0, 0.0, 0.0], [0.1, 0.2, -0.2], [0.0, 0.0, 0.0], [0.0, 0.0, 0.1], [0.0, 0.0, 0.1], [0.0, 0.0, 0.0], [0.0, 0.0, 0.0], [0.0, 0.0, 0.0], [0.0, 0.0, 0.0], [0.0, 0.0, 0.0], [0.1, 0.0, 0.0], [0.0, 0.0, -0.1], [0.0, 0.0, 0.0], [-0.1, 0.0, 0.1], [0.0, 0.0, 0.0], [0.0, 0.0, 0.0]]}

=====

{"formula": "C3H13NO3", "method": "ωB97M-V/def2-TZVPD", "lumo_ev": 0.7277, "gap_ev": 10.298, "e_tot_ha": -402.5340, "spin_multiplicity": 1, "charge": 0, "homo_energy_ev": -9.6, "smiles": "CNCCO.O.O", "largest_force_ev_per_a": 2.1, "mol_weight_g_mol": 111.1, "species": ["C", "N", "C", "C", "O", "H", "H", "H", "H", "H", "H", "H", "H", "H", "O", "H", "H", "O", "H", "H"], "positions_angstrom": [[0.58251, 0.90465, -1.72472], [0.13517, 0.72363, -0.31972], [0.54587, 1.90050, 0.48551], [-0.09287, 1.87613, 1.83013], [0.21440, 0.67862, 2.57572], [0.45214, 1.94766, -2.03856], [0.01809, 0.21376, -2.36125], [1.64788, 0.66018, -1.87120], [0.73498, -0.02345, 0.01305], [1.66021, 1.87711, 0.51451], [0.38831, 2.84714, -0.04528], [0.13574, 2.74759, 2.45424], [-1.18846, 1.72139, 1.82931], [1.17632, 0.59977, 2.60663], [-2.19481, -1.46740, 0.99984], [-2.00214, -0.90865, 0.20793], [-1.44612, -1.15294, 1.54682], [-0.02487, -4.79196, -2.35810], [-0.86259, -4.61799, -1.91661], [0.12022, -5.73575, -2.42824]], "atomic_forces_ev_per_a": [[0.0, -0.3, 0.1], [0.5, 0.8, -0.6], [0.9, -0.4, -0.9], [-1.1, -0.9, 1.5], [0.9, 0.0, -0.3], [-0.3, -0.4, 0.0], [0.0, 0.4, 0.0], [-0.1, 0.1, 0.1], [-0.5, -0.3, 0.3], [-0.3, 0.1, 0.7], [-0.7, -0.2, 0.1], [0.1, 0.1, -0.3], [0.4, 0.9, -0.8], [-0.1, -0.1, 0.2], [1.1, 1.2, -0.6], [-0.5, -0.6, 0.6], [-0.5, -0.4, 0.1], [0.2, 0.6, -0.1], [0.1, -0.4, 0.0], [-0.3, -0.1, 0.2]]}

=====

{"formula": "C6H11I2N2", "method": "ωB97M-V/def2-TZVPD", "lumo_ev": -4.3805, "gap_ev": 8.553, "e_tot_ha": -939.7996, "spin_multiplicity": 1, "charge": 1, "homo_energy_ev": -12.9, "smiles": "N[C@@]1(I)CC=CC[C@@]1([NH3+])I", "largest_force_ev_per_a": 5.1, "mol_weight_g_mol": 365.0, "species": ["N", "C", "I", "C", "C", "C", "C", "C", "N", "I", "H", "H", "H", "H", "H", "H", "H", "H", "H", "H", "H"], "positions_angstrom": [[0.08216, -1.63573, -1.40161], [0.43663, -0.45781, -0.72374], [2.65773, -0.61608, -0.02021], [0.35338, 1.03727, -1.53483], [-0.23882, 2.06365, -0.73873], [-0.36156, 2.06109, 0.58194], [-0.22322, 0.75891, 1.35051], [-0.43828, -0.44838, 0.50691], [-0.07108, -1.64306, 1.42418], [-2.53102, -0.49449, -0.13484], [0.08637, -1.87468, -2.43743], [0.59669, -2.44374, -1.06756], [-0.04289, 0.78840, -2.45928], [1.34591, 1.22051, -1.72135], [-0.61966, 2.95368, -1.26319], [-0.66265, 2.87171, 1.14491], [0.77137, 0.73566, 1.79743], [-1.09726, 0.66093, 2.13039], [-0.55115, -1.32393, 2.31697], [1.01116, -1.74074, 1.18540], [-0.50382, -2.47320, 1.06412]], "atomic_forces_ev_per_a": [[0.7, -2.0, -2.4], [-0.1, 1.5, -1.5], [-0.6, 0.0, -0.1], [-0.3, -4.7, 2.0], [-1.3, 2.5, 0.8], [0.2, -2.7, -0.8], [-1.6, 0.9, 1.4], [0.5, 0.2, 0.1], [-0.4, 1.6, -1.2], [0.5, -0.3, 0.4], [0.1, 1.8, 1.5], [-0.1, 0.0, 0.4], [-1.4, -0.1, -1.8], [2.4, 0.8, -0.5], [0.6, -0.3, 0.1], [-0.7, 1.7, 0.8], [-0.1, -0.2, 0.5], [1.9, 0.7, -0.8], [1.7, -1.1, -0.6], [-1.4, 0.4, 1.8], [-0.6, -0.7, 0.0]]}

=====

{"formula": "C20H34N4O3", "method": "ωB97M-V/def2-TZVPD", "lumo_ev": -0.1834, "gap_ev": 7.573, "e_tot_ha": -1226.7009, "spin_multiplicity": 1, "charge": 0, "homo_energy_ev": -7.8, "largest_force_ev_per_a": 12.8, "mol_weight_g_mol": 378.5, "species": ["C", "H", "H", "H", "C", "C", "N", "C", "C", "H", "H", "C", "N", "C", "C", "H", "H", "H", "H", "H", "C", "C", "H", "H", "H", "H", "H", "H", "H", "H", "H", "H", "C", "C", "O", "N", "C", "O", "N", "C", "O", "C", "C", "C", "C", "C", "C", "H", "H", "H", "H", "H", "H", "H", "H", "H", "H", "H", "H", "H", "H"], "positions_angstrom": [[3.09074, 3.63480, 1.43003], [3.99925, 4.33668, 1.18333], [3.44668, 3.09619, 2.17106], [2.18850, 4.15605, 1.54205], [2.85547, 2.61958, -0.07254], [1.73840, 1.65477, 0.38053], [2.10023, 0.43455, 0.92966], [3.51046, 0.08408, 0.78323], [3.96342, -0.59917, -0.47288], [5.12962, -0.85058, -0.30822], [3.79056, 0.24808, -1.19871], [3.21903, -1.87592, -0.72512], [1.89394, -2.08168, -0.64782], [1.32107, -2.91379, 0.26724], [1.51127, -2.87725, 1.60378], [0.98727, -1.97712, 2.21062], [2.61322, -3.01644, 2.04303], [1.01948, -3.75584, 2.32179], [0.32729, -2.88840, -0.00779], [1.66012, -3.92772, -0.00004], [1.16567, -1.78142, -1.91720], [1.47696, -0.43294, -2.45513], [0.94304, -0.33288, -3.42581], [1.39864, 0.41151, -1.82775], [2.62042, -0.40289, -3.20392], [1.48774, -2.64314, -2.46671], [0.14886, -1.91857, -1.62951], [3.72314, -2.51190, 0.10022], [3.56367, -2.39674, -1.49090], [3.55316, -0.70140, 1.79299], [4.22814, 0.97846, 1.12872], [1.41987, -0.18029, 0.68741], [0.44886, 2.04010, 0.15099], [-0.06365, 3.15450, -0.37884], [0.57741, 4.22984, -0.53158], [-1.35478, 3.53401, -0.61643], [-2.31689, 2.35814, -0.69275], [-3.49032, 2.56242, -0.59581], [-1.90051, 1.22297, 0.04454], [-0.67064, 1.08610, 0.48141], [-0.18994, -0.20051, 1.06344], [-2.97478, 0.15558, 0.48583], [-4.05266, 0.43883, 1.23704], [-4.89519, -0.86896, 1.50085], [-5.53057, -1.19868, 0.09490], [-4.14982, -1.70020, -0.81121], [-3.33076, -0.53816, -1.02915], [-3.86564, 0.21549, -1.50324], [-2.57139, -0.61186, -1.85070], [-4.85975, -1.93265, -1.68812], [-3.68164, -2.39335, -0.41412], [-6.02528, -0.44615, -0.34104], [-5.86639, -2.06938, 0.26593], [-5.58667, -0.52808, 2.25044], [-4.14326, -1.58092, 2.07541], [-4.50350, 1.37860, 0.97291], [-3.54530, 0.78533, 2.07245], [-2.32594, -0.70947, 0.76257], [-1.70078, 4.31287, -0.99843], [2.64126, 3.44980, -0.42109], [3.83321, 2.26510, -0.31188]], "atomic_forces_ev_per_a": [[2.0, 1.3, -5.9], [-2.0, -1.0, 0.1], [1.0, -2.8, 3.9], [-1.1, 0.6, 0.3], [1.3, -5.3, 8.1], [3.5, 0.1, -0.6], [3.6, 6.3, -2.0], [1.3, -1.4, 6.0], [1.5, 2.1, 0.0], [-2.6, 0.7, -0.8], [0.7, -1.3, -0.1], [3.4, -1.0, 4.9], [-2.2, 5.2, -1.0], [-0.3, -4.0, -4.8], [0.7, 0.7, 12.1], [1.5, -1.4, -1.6], [-2.0, 0.7, -1.3], [0.8, 1.6, -2.6], [-2.6, -0.2, 0.0], [-0.2, -0.9, -0.3], [1.5, -1.1, 2.9], [3.1, -1.0, -5.7], [-0.6, 0.4, 1.0], [-0.1, 0.7, 0.6], [-2.8, -0.1, 3.1], [-0.2, -0.2, -1.8], [-1.1, 0.3, -0.3], [-0.9, 0.5, -0.7], [2.2, -1.8, -4.5], [0.6, 1.8, -2.9], [-1.8, -2.0, -0.9], [-2.7, -3.2, 0.1], [-3.9, -5.5, 1.9], [1.3, 10.0, -2.0], [1.9, -0.8, 0.1], [-2.6, -11.1, 1.0], [0.5, 3.3, 5.2], [-1.5, 0.5, -2.7], [-1.0, -0.9, 0.6], [6.0, -6.7, 1.9], [-4.2, 6.1, -2.6], [7.4, -4.2, -9.6], [-3.4, 1.1, 3.2], [1.5, 2.3, 0.0], [9.1, 0.4, 2.6], [-9.6, 6.8, -4.2], [1.4, 2.5, 0.6], [-1.8, 1.5, -0.7], [0.6, -0.5, 1.5], [2.1, -0.5, 0.5], [3.8, -7.1, 3.8], [-2.0, 2.5, -1.5], [-4.1, -6.1, 0.4], [-0.8, -0.3, 0.3], [-1.8, 0.8, -1.8], [-1.3, -0.2, -0.8], [0.4, 0.4, 3.0], [-0.3, 1.2, 1.0], [-0.6, 3.8, -1.8], [-2.9, 6.9, -5.0], [0.1, -0.5, -0.3]]}